{
  "formula": "C33H36ClINOPS3Sr",
  "method": "the ωB97M-V functional and the def2-TZVPD basis",
  "species": ["S", "H", "H", "C", "H", "Sr", "H", "C", "H", "H", "H", "C", "H", "C", "C", "S", "H", "C", "H", "H", "C", "H", "H", "C", "C", "C", "C", "C", "N", "H", "H", "C", "C", "H", "H", "C", "H", "O", "C", "C", "C", "C", "C", "H", "C", "H", "H", "H", "C", "C", "H", "C", "H", "H", "I", "H", "C", "H", "S", "C", "C", "H", "C", "H", "C", "C", "H", "H", "H", "C", "H", "H", "Cl", "C", "H", "P", "C", "H"],
  "coordinates": [[3.238, 2.300, 0.673], [0.039, -4.577, 3.305], [-0.374, 2.660, -3.685], [-0.874, 2.854, 3.542], [5.875, 2.161, -1.818], [-0.022, 0.186, -2.192], [3.289, -2.730, -0.383], [-5.502, -1.622, -1.239], [3.695, -1.151, 2.072], [0.683, 0.087, 4.734], [2.980, -1.616, -1.790], [-1.996, 1.646, -1.924], [-5.547, -3.644, -3.942], [-5.148, -3.089, -3.107], [0.091, 0.709, 4.081], [5.398, -0.116, -1.997], [-1.685, 2.913, -0.298], [-1.283, 0.956, 2.130], [2.264, -0.197, 2.511], [5.161, -0.920, 0.260], [-1.589, -4.247, 1.953], [3.194, 1.343, -1.601], [-3.052, -3.731, 0.453], [0.206, -2.805, 0.472], [-0.492, 0.167, 2.953], [3.882, 2.007, -1.036], [0.621, -3.319, 1.674], [-6.004, -2.354, -2.303], [0.559, 4.071, -0.782], [-0.074, -0.678, 0.353], [-2.993, -0.043, -2.614], [-1.610, -0.529, -1.102], [0.136, 2.966, -1.572], [1.349, 4.550, -1.200], [0.217, 1.665, 0.642], [-1.078, -2.942, 0.044], [-3.101, -3.610, -3.526], [0.868, 1.728, -1.306], [0.076, 3.398, -3.017], [4.857, -1.301, -0.713], [-1.464, 2.297, 2.425], [-0.729, 0.035, -0.135], [-4.146, -1.631, -0.995], [-3.751, -1.025, -0.180], [-0.102, 2.053, 4.367], [4.923, 0.804, 1.456], [-7.063, -2.341, -2.505], [-2.300, -0.624, 1.129], [-2.020, -3.655, 0.778], [-2.258, 0.342, -1.932], [-2.605, 2.316, -2.507], [-1.103, 2.277, -0.973], [-0.345, -0.878, 2.700], [-0.393, 4.379, -3.070], [2.031, 3.650, -3.827], [0.804, 3.811, 0.168], [3.395, -1.709, -0.761], [3.908, 1.442, 2.746], [2.235, -0.702, 0.224], [-3.786, -3.087, -2.872], [5.306, 1.507, -1.160], [1.624, -3.161, 2.046], [3.077, -0.299, 1.789], [-6.157, -1.028, -0.618], [-1.831, 0.346, 0.891], [-0.129, 1.352, -0.345], [-2.289, -4.822, 2.542], [-2.067, 2.921, 1.777], [-1.015, 3.897, 3.771], [-0.283, -4.093, 2.394], [-2.590, 0.990, 0.392], [3.817, 3.015, -1.446], [0.625, 2.746, 5.774], [-3.277, -2.356, -1.809], [5.452, -2.188, -0.930], [-1.480, -2.160, -1.549], [3.894, 0.988, 1.754], [5.842, 1.445, -0.214]],
  "atomic_forces_ev_per_a": [[0.360, 0.094, 0.006], [-0.076, -0.159, 0.225], [-0.282, 0.316, 0.256], [0.136, 0.029, 0.214], [0.099, 0.039, 0.035], [7.380, -6.161, -12.721], [-0.111, -0.045, -0.329], [-0.043, -0.029, 0.024], [-0.051, -0.055, 0.144], [0.090, 0.019, 0.126], [0.405, -0.409, 0.667], [-1.011, 2.129, -1.445], [-0.077, -0.097, -0.122], [-0.355, -0.051, -0.170], [0.085, 0.047, 0.135], [0.132, 0.075, 0.311], [0.456, 0.209, 0.032], [-0.207, 0.050, 0.216], [0.051, -0.115, -0.078], [0.035, -0.141, -0.016], [-0.444, -0.202, 0.203], [0.432, 0.540, 0.540], [-0.049, -0.143, 0.113], [1.641, 1.086, -2.061], [-0.098, 0.058, 0.078], [-0.738, -0.091, 0.482], [-1.008, -0.523, 0.284], [-0.090, -0.104, -0.115], [0.195, 0.046, -0.097], [0.131, -0.381, -0.387], [-0.154, -0.078, -0.387], [-3.716, -0.379, -0.075], [-0.438, 1.581, 0.353], [0.063, -0.054, 0.137], [0.212, 0.125, -0.283], [-1.257, -0.895, 0.076], [-0.016, -0.124, -0.051], [3.719, 4.239, 1.717], [0.454, -0.399, -0.106], [0.135, 0.210, -0.598], [-0.090, 0.001, 0.077], [-1.630, -0.801, 5.274], [-0.214, -0.039, 0.427], [-0.205, -0.324, -0.293], [-0.087, -0.033, -0.162], [0.110, -0.023, 0.110], [-0.142, -0.040, -0.082], [0.215, 0.393, 0.034], [-0.226, 0.065, 0.137], [-3.791, -1.380, 1.209], [-0.055, 0.131, -0.289], [-0.869, 2.557, 0.858], [0.027, -0.096, 0.053], [-0.206, -0.265, -0.124], [0.229, 0.089, -0.273], [-0.062, -0.010, -0.059], [-0.554, 0.160, 0.418], [0.133, 0.070, -0.006], [1.035, 0.260, 0.190], [0.195, 0.184, 0.251], [0.044, -0.648, -0.249], [0.331, 0.016, 0.144], [0.078, 0.220, -0.747], [-0.082, -0.029, 0.046], [-0.744, 0.195, 0.993], [-0.111, 2.841, 3.941], [-0.038, -0.108, 0.083], [-0.066, -0.026, 0.064], [0.024, 0.138, 0.104], [0.417, 0.031, 0.384], [0.379, -0.429, 0.597], [-0.104, -0.040, -0.064], [0.132, 0.064, 0.206], [-0.040, -0.149, -0.092], [0.111, -0.022, 0.108], [-0.048, -3.540, -0.293], [-0.092, 0.252, -0.268], [0.002, 0.078, -0.043]],
  "energy_ha": -3733.21215,
  "lumo_energy_ev": -0.350,
  "homo_lumo_gap_ev": 4.98,
  "de_lowest_kcal_mol": 242.8
}

{
  "formula": "N2O6Rb",
  "method": "the ωB97M-V functional and the def2-TZVPD basis",
  "species": ["O", "Rb", "N", "O", "O", "O", "N", "O", "O"],
  "coordinates": [[1.697, 1.609, -0.454], [-0.491, -1.586, -2.017], [-1.444, -0.332, 1.618], [-2.144, 0.725, 1.752], [0.686, 0.804, -2.176], [2.053, -0.402, -0.862], [1.502, 0.635, -1.195], [-1.163, -0.960, 2.607], [-0.698, -0.493, 0.727]],
  "atomic_forces_ev_per_a": [[-0.031, 0.450, -0.684], [0.157, 0.330, 0.755], [0.076, 4.444, 4.688], [-1.103, -0.961, -1.216], [0.882, -1.368, -0.032], [-0.099, -2.571, -1.571], [-0.661, 3.559, 1.907], [-1.352, -2.940, 3.766], [2.131, -0.943, -7.612]],
  "energy_ha": -584.86903,
  "charge": -1,
  "lumo_energy_ev": 1.493,
  "homo_lumo_gap_ev": 5.65,
  "de_lowest_kcal_mol": 41.4
}

{
  "formula": "C8H9Cl2N4O",
  "method": "the ωB97M-V functional and the def2-TZVPD basis",
  "species": ["N", "H", "N", "C", "C", "H", "N", "H", "C", "C", "H", "C", "Cl", "H", "H", "C", "H", "O", "N", "H", "Cl", "C", "H", "C"],
  "coordinates": [[-1.265, 2.692, -2.504], [-0.732, 2.758, -3.411], [-0.113, 0.862, -1.603], [1.934, -1.155, 2.747], [-0.526, -0.271, -0.590], [0.797, 1.090, -1.531], [-0.709, -1.487, -1.387], [2.511, -1.376, 3.620], [0.676, -0.762, 2.871], [0.402, -0.526, 0.546], [-2.107, 3.199, -2.673], [-0.131, -0.469, 1.824], [4.195, -1.440, 1.305], [-1.587, -1.593, -2.012], [-3.199, 1.394, -0.955], [1.759, -0.795, 0.393], [-0.300, -2.384, -1.129], [-1.840, 0.178, -0.176], [-2.176, 1.236, -0.986], [2.245, -1.049, -0.575], [-0.034, -0.623, 4.464], [-1.170, 1.629, -1.711], [-1.097, 0.028, 1.998], [2.468, -1.136, 1.474]],
  "atomic_forces_ev_per_a": [[1.347, 0.946, -2.742], [-0.205, -0.551, 1.832], [-3.805, -3.037, 2.332], [2.247, -0.373, -0.090], [-0.654, -2.233, -3.343], [3.613, 1.564, -0.232], [-1.265, 0.449, -0.756], [0.397, -0.193, 0.179], [-2.405, 0.237, 2.268], [-0.315, 0.719, 0.581], [-0.807, 0.020, 0.735], [-1.204, 1.572, -1.410], [-0.689, -0.076, -0.003], [2.193, 0.534, 1.696], [1.248, 0.275, -0.551], [-0.656, -1.122, -2.903], [-0.204, 0.710, 0.312], [0.704, -0.166, 0.733], [-1.729, -0.594, 1.078], [-0.581, 0.816, 0.485], [0.211, -0.041, -0.160], [-0.279, 1.676, -1.532], [0.376, -0.839, -0.092], [2.460, -0.293, 1.582]],
  "energy_ha": -1524.59799,
  "charge": 1,
  "smiles": "N[C@@]1(c2cc(Cl)cc(Cl)c2)NC(=[NH2+])NO1",
  "lumo_energy_ev": -3.056,
  "homo_lumo_gap_ev": 9.46,
  "de_lowest_kcal_mol": 0.0
}

{
  "formula": "C9H11NOS",
  "method": "the ωB97M-V functional and the def2-TZVPD basis",
  "species": ["H", "N", "H", "C", "C", "O", "C", "H", "H", "H", "H", "C", "C", "H", "C", "H", "C", "H", "H", "S", "H", "C", "C"],
  "coordinates": [[1.620, -3.474, 0.703], [0.557, -1.661, 0.758], [-2.371, 1.037, 0.367], [1.428, -0.816, 1.475], [-0.409, -1.242, -0.014], [-1.986, -3.445, -0.219], [0.568, 2.605, -1.610], [1.384, 2.909, -2.230], [-0.041, -3.700, 0.296], [2.458, -1.415, 1.437], [-0.527, 4.419, -1.401], [0.645, -3.127, 0.911], [-0.465, 0.682, -0.581], [-2.448, 3.406, -0.209], [-0.507, 3.380, -1.228], [1.212, -0.682, 2.516], [0.495, 1.301, -1.293], [1.332, 0.651, -1.633], [1.396, 0.173, 0.943], [-1.796, -1.924, -0.527], [0.517, -3.303, 2.032], [-1.529, 1.457, -0.106], [-1.533, 2.769, -0.385]],
  "atomic_forces_ev_per_a": [[1.460, -0.060, -0.432], [-0.723, -1.795, -0.955], [-0.675, -0.627, 0.732], [3.002, -0.337, -1.104], [-0.846, 4.644, -1.085], [0.334, 2.450, -0.181], [-1.344, 1.682, -0.352], [0.244, 0.579, -0.130], [-0.374, 0.409, 0.265], [-1.628, 1.931, 0.053], [-0.225, 1.039, -0.359], [-0.111, 0.387, 2.695], [-1.489, -3.104, 2.369], [1.201, -0.835, 0.244], [-0.760, -1.477, 2.118], [-0.545, -0.028, 0.657], [3.077, -4.169, -0.597], [-0.534, 0.470, 0.182], [0.662, -0.899, 0.762], [-1.025, -2.151, -0.732], [-0.231, -0.269, -1.434], [0.567, -1.629, -0.198], [-0.036, 3.791, -2.520]],
  "energy_ha": -877.57713,
  "lumo_energy_ev": 0.643,
  "homo_lumo_gap_ev": 8.39,
  "de_lowest_kcal_mol": 100.7
}

{
  "formula": "C3H3ClO2",
  "method": "the ωB97M-V functional and the def2-TZVPD basis",
  "species": ["C", "C", "Cl", "H", "H", "O", "O", "C", "H"],
  "coordinates": [[-0.432, 0.585, 0.111], [0.418, -0.575, 0.443], [2.041, -0.311, -0.197], [-2.677, 0.875, -0.713], [0.513, -0.689, 1.667], [-2.355, -1.068, -0.035], [-0.190, 1.792, 0.106], [-2.000, 0.090, -0.226], [-0.094, -1.308, -0.137]],
  "atomic_forces_ev_per_a": [[-2.420, 3.280, 0.188], [0.960, 0.849, 2.559], [0.316, -0.142, 0.003], [0.746, -0.666, 0.732], [-0.628, -0.130, -3.345], [0.767, 2.586, -0.325], [-0.429, -3.088, -0.144], [0.456, -1.079, -0.117], [0.231, -1.611, 0.450]],
  "energy_ha": -726.72604,
  "smiles": "O=CC(=O)CCl",
  "lumo_energy_ev": -0.866,
  "homo_lumo_gap_ev": 9.11,
  "de_lowest_kcal_mol": 33.8
}

{
  "formula": "C4H12OS",
  "method": "the ωB97M-V functional and the def2-TZVPD basis",
  "species": ["O", "H", "H", "H", "H", "H", "H", "H", "C", "H", "C", "H", "C", "C", "H", "S", "H", "H"],
  "coordinates": [[-1.433, -0.337, 0.894], [-2.463, -1.065, -2.181], [-0.777, 0.397, 0.934], [1.063, -0.261, -2.065], [-0.827, -1.160, -1.509], [-2.265, 0.830, -0.644], [2.678, 0.966, 2.009], [-3.307, -0.417, 0.046], [1.651, -0.303, -1.155], [-2.015, -2.351, -0.931], [-2.333, -0.237, -0.238], [1.582, -1.240, -0.589], [1.772, 0.462, 1.675], [-1.931, -1.343, -1.301], [2.657, -0.216, -1.505], [1.076, 0.985, 0.076], [1.877, -0.641, 1.699], [1.090, 0.620, 2.487]],
  "atomic_forces_ev_per_a": [[-0.878, 0.044, 0.296], [-0.593, -0.581, -0.938], [-0.932, -0.762, -0.696], [-0.599, -0.061, 0.299], [-1.357, -0.372, 0.126], [-0.122, -1.511, 0.113], [0.237, -0.110, -0.611], [-2.153, -0.243, 1.063], [-0.241, -0.035, 1.527], [-0.499, -0.223, 0.007], [3.760, 0.435, -0.990], [-0.308, -0.022, -0.636], [0.299, -1.207, -0.094], [2.040, 2.695, 1.130], [0.870, 0.549, 0.253], [1.090, 0.394, -0.716], [0.311, 0.569, -0.250], [-0.925, 0.439, 0.118]],
  "energy_ha": -632.97388,
  "smiles": "CCO.CSC",
  "lumo_energy_ev": 0.884,
  "homo_lumo_gap_ev": 9.64,
  "de_lowest_kcal_mol": 33.4
}